C62H163N13O18 | ωB97M-V/def2-TZVPD

Element x y z (Å)
C -26.963 -5.530 -6.878
C -27.998 -6.428 -7.523
C -28.843 -7.126 -6.398
O -29.324 -8.464 -6.749
C -30.179 -9.102 -5.786
N -28.865 -5.667 -8.385
H -26.251 -6.083 -6.266
H -27.372 -4.680 -6.333
H -26.359 -5.115 -7.685
H -27.567 -7.184 -8.181
H -29.623 -6.462 -6.025
H -28.166 -7.370 -5.579
H -30.285 -10.139 -6.108
H -31.164 -8.650 -5.678
H -29.528 -9.106 -4.912
H -28.133 -5.206 -8.906
H -29.185 -6.433 -8.959
C -27.383 15.165 -6.587
C -26.825 16.485 -6.160
C -27.905 17.624 -6.331
O -29.282 17.405 -5.820
C -30.023 18.570 -5.970
N -26.424 16.177 -4.797
H -28.178 14.746 -5.970
H -26.599 14.409 -6.613
H -27.849 15.325 -7.560
H -25.913 16.689 -6.721
H -27.828 18.139 -7.289
H -27.444 18.353 -5.664
H -29.696 19.304 -5.234
H -31.092 18.390 -5.857
H -30.025 19.059 -6.945
H -27.249 15.863 -4.306
H -26.211 17.030 -4.299
C -24.035 -5.145 3.313
C -25.116 -5.146 2.229
C -26.082 -6.359 2.293
O -25.435 -7.636 2.431
C -24.884 -8.189 1.211
N -25.873 -3.935 2.347
H -23.713 -4.130 3.544
H -23.209 -5.796 3.026
H -24.450 -5.366 4.296
H -24.788 -5.142 1.189
H -26.674 -6.348 1.378
H -26.850 -6.277 3.063
H -24.437 -9.165 1.402
H -24.132 -7.538 0.764
H -25.657 -8.384 0.468
H -26.782 -3.992 1.911
H -25.817 -3.522 3.267
C -35.264 1.717 -3.122
C -34.293 1.941 -1.955
C -33.234 3.031 -2.281
O -34.015 4.227 -2.252
C -33.226 5.277 -2.743
N -35.134 2.252 -0.788
H -34.780 1.281 -3.996
H -35.908 2.496 -3.531
H -35.905 0.898 -2.795
H -33.736 1.013 -1.824
H -32.766 2.901 -3.257
H -32.443 2.962 -1.534
H -32.539 5.085 -3.567
H -32.530 5.506 -1.935
H -33.765 6.210 -2.906
H -35.310 3.246 -0.798
H -34.366 2.385 -0.146
C -31.068 4.809 4.323
C -31.627 3.451 4.716
C -32.626 3.641 5.900
O -31.925 4.106 7.111
C -32.936 4.596 8.017
N -32.252 2.691 3.596
H -31.959 5.434 4.257
H -30.455 4.804 3.422
H -30.484 5.234 5.140
H -30.845 2.763 5.039
H -33.128 2.740 6.252
H -33.333 4.345 5.462
H -32.272 4.957 8.802
H -33.607 3.848 8.439
H -33.620 5.357 7.640
H -32.376 1.811 4.077
H -31.596 2.540 2.843
C -30.210 13.793 -2.107
C -29.953 14.596 -0.844
C -29.260 13.843 0.302
O -29.190 14.658 1.443
C -27.899 15.380 1.622
N -29.129 15.681 -1.293
H -29.338 13.223 -2.429
H -30.634 14.360 -2.936
H -30.932 12.977 -2.088
H -30.899 15.054 -0.555
H -28.365 13.288 0.021
H -30.094 13.194 0.569
H -27.371 15.550 0.684
H -27.344 14.811 2.367
H -28.056 16.376 2.036
H -29.280 16.477 -0.690
H -29.407 16.010 -2.206
C -32.843 6.504 -11.459
C -34.280 7.032 -11.521
C -34.506 8.181 -12.495
O -33.601 9.334 -12.284
C -32.968 9.891 -13.502
N -35.182 5.902 -11.828
H -32.610 5.501 -11.101
H -32.287 7.295 -10.956
H -32.463 6.369 -12.472
H -34.511 7.449 -10.541
H -35.561 8.453 -12.524
H -34.283 7.749 -13.471
H -32.323 9.201 -14.046
H -32.213 10.585 -13.132
H -33.674 10.480 -14.088
H -36.143 6.076 -11.572
H -35.256 5.755 -12.825
C -24.512 6.405 2.526
C -24.592 7.939 2.593
C -23.277 8.469 1.940
O -22.092 7.865 2.476
C -20.982 8.138 1.726
N -25.793 8.380 1.899
H -25.447 5.926 2.817
H -23.688 6.016 3.125
H -24.367 6.246 1.457
H -24.564 8.338 3.607
H -23.145 9.550 1.901
H -23.334 8.243 0.875
H -20.998 7.481 0.857
H -20.017 7.904 2.174
H -20.791 9.160 1.397
H -26.569 8.396 2.545
H -25.650 9.199 1.325
C -29.903 -10.941 -0.344
O -30.504 -9.622 -0.458
C -31.363 -9.284 0.626
C -32.426 -8.282 0.303
N -31.794 -6.982 0.534
C -32.776 -5.961 0.133
C -33.038 -5.662 -1.376
O -33.908 -6.625 -2.123
C -34.633 -6.148 -3.272
H -29.130 -10.871 0.421
H -29.350 -11.090 -1.271
H -30.504 -11.843 -0.226
H -30.719 -8.816 1.371
H -31.870 -10.149 1.056
H -33.294 -8.363 0.958
H -32.763 -8.428 -0.723
H -31.024 -6.852 -0.107
H -32.298 -5.024 0.417
H -33.641 -6.058 0.789
H -32.156 -5.444 -1.977
H -33.501 -4.677 -1.318
H -34.970 -7.059 -3.766
H -34.035 -5.616 -4.012
H -35.434 -5.442 -3.053
C -29.148 0.788 -2.787
O -28.936 2.198 -2.565
C -27.625 2.613 -2.902
C -27.544 4.136 -2.503
N -27.921 4.914 -3.697
C -27.598 6.338 -3.706
C -28.168 6.996 -4.876
O -29.506 7.407 -4.564
C -30.288 8.097 -5.467
H -28.542 0.178 -2.117
H -28.960 0.452 -3.807
H -30.212 0.817 -2.552
H -27.522 2.562 -3.986
H -27.017 1.975 -2.262
H -26.529 4.450 -2.260
H -28.116 4.319 -1.593
H -28.908 4.731 -3.805
H -26.553 6.627 -3.587
H -28.102 6.781 -2.847
H -28.149 6.416 -5.798
H -27.557 7.873 -5.092
H -30.198 9.171 -5.301
H -31.337 7.800 -5.464
H -30.008 7.863 -6.494
C -38.668 7.459 -6.969
O -39.960 8.095 -6.953
C -40.076 9.042 -8.046
C -41.440 9.581 -7.857
N -41.592 10.667 -8.869
C -42.642 11.651 -8.620
C -44.023 10.997 -8.877
O -44.157 10.595 -10.212
C -45.500 10.508 -10.713
H -38.639 6.692 -6.195
H -37.895 8.209 -6.805
H -38.480 7.050 -7.962
H -39.921 8.511 -8.986
H -39.285 9.779 -7.909
H -41.523 9.910 -6.821
H -42.230 8.832 -7.904
H -41.910 10.229 -9.722
H -42.634 12.450 -9.361
H -42.509 12.232 -7.707
H -44.668 11.810 -8.543
H -44.114 10.099 -8.267
H -46.112 11.396 -10.872
H -46.023 9.867 -10.002
H -45.306 10.037 -11.677
C -22.991 4.975 -6.178
O -22.654 5.926 -7.197
C -23.945 6.365 -7.781
C -23.684 7.315 -8.956
N -23.528 8.760 -8.552
C -23.804 9.791 -9.596
C -25.230 9.766 -10.226
O -25.304 8.867 -11.318
C -26.595 8.949 -11.965
H -22.129 4.417 -5.812
H -23.662 4.164 -6.459
H -23.543 5.519 -5.412
H -24.564 6.855 -7.029
H -24.574 5.553 -8.145
H -24.392 7.167 -9.772
H -22.683 7.128 -9.344
H -22.593 8.908 -8.201
H -23.020 9.982 -10.329
H -23.914 10.709 -9.020
H -25.474 10.769 -10.574
H -25.950 9.469 -9.464
H -26.736 9.971 -12.318
H -27.388 8.621 -11.293
H -26.648 8.158 -12.714
C -13.681 12.147 -1.274
O -15.101 12.303 -1.089
C -15.543 13.672 -1.152
C -17.111 13.630 -1.220
N -17.538 13.052 -2.495
C -19.007 13.085 -2.670
C -19.478 12.536 -4.001
O -19.297 11.122 -4.007
C -20.293 10.376 -3.330
H -13.441 12.210 -2.336
H -13.538 11.126 -0.921
H -13.051 12.938 -0.865
H -15.197 14.071 -2.106
H -15.114 14.338 -0.404
H -17.441 14.661 -1.091
H -17.418 13.101 -0.317
H -17.115 12.276 -2.984
H -19.374 14.102 -2.533
H -19.379 12.468 -1.852
H -18.815 12.883 -4.793
H -20.458 12.836 -4.369
H -20.301 10.590 -2.262
H -20.059 9.330 -3.530
H -21.329 10.548 -3.621

Atoms 1-6, force components in eV/Å:
0.70 -0.13 -0.57
-1.05 -1.28 2.28
0.90 -1.67 0.10
-0.75 1.17 -1.33
1.81 0.30 -0.54
0.17 0.11 -0.16

* E: -123142.8099 eV
* energy relative to the best compared isomer or geometry (same formula, charge and spin): 7.975 eV
* highest occupied orbital energy: -8.257 eV
* net charge: 0
* LUMO energy: 0.31 eV